[1]
8 unconnected molecules or ions with the total composition C16H48O8 at a distorted geometry, computed with the ωB97M-V functional and the def2-TZVPD basis.

Geometry as XYZ:
```
72
Properties=species:S:1:pos:R:3:forces:R:3
C 11.360 3.772 12.471 0.4056 -0.5844 0.0444
C 11.619 2.333 12.005 -1.0680 -0.5226 -0.3611
O 12.729 1.802 12.609 2.5506 0.3046 1.8849
H 11.109 3.779 13.532 0.0638 -0.2148 -0.0216
H 10.525 4.251 11.960 0.1030 -0.1040 -0.2472
H 12.270 4.364 12.372 -0.0277 0.1206 -0.2284
H 11.799 2.163 10.943 -0.7218 0.7884 -0.4924
H 10.816 1.673 12.331 -0.8404 0.2843 -0.4253
H 12.997 0.957 12.242 -0.4262 -0.3396 -0.3150
C 10.111 -0.451 9.812 -0.6457 1.1677 1.7317
C 9.470 0.128 8.575 0.2355 -2.4886 0.6353
O 10.393 -0.235 7.607 1.3952 1.4972 -2.7395
H 10.624 -1.405 9.685 -0.5438 -0.1266 -0.2881
H 9.372 -0.501 10.611 0.1331 -0.3658 0.3694
H 10.901 0.205 10.180 0.0303 0.1478 -0.0934
H 9.266 1.198 8.612 0.2108 0.0222 -0.1145
H 8.568 -0.417 8.295 -0.7019 0.3594 0.4814
H 10.483 -1.188 7.546 -0.1440 -0.2552 0.1759
C 14.523 -0.826 15.455 -1.0531 0.0961 0.1707
C 14.964 -0.894 14.013 -1.4486 -1.7517 1.3046
O 16.316 -1.257 14.014 1.2193 1.2274 -0.8829
H 13.439 -0.715 15.477 -0.1917 0.3935 0.0559
H 14.983 0.012 15.980 0.0366 -0.0855 0.1079
H 14.674 -1.765 15.987 0.5302 0.0288 -0.0611
H 14.641 0.013 13.501 0.6166 0.0132 -0.3186
H 14.475 -1.764 13.575 -0.5157 0.3176 -0.3393
H 16.724 -0.461 13.666 0.8545 -0.2309 0.0033
C 9.498 5.380 15.088 -0.2565 -0.3702 0.6280
C 8.733 4.986 16.361 -0.5437 1.6483 0.4794
O 7.523 5.766 16.481 -0.4219 -0.3473 -0.1981
H 9.468 6.441 14.840 -0.2547 0.1745 0.5628
H 9.036 4.898 14.226 0.5008 -0.3227 -0.0122
H 10.548 5.155 15.276 0.0316 -0.4181 -0.6252
H 9.275 5.228 17.275 0.6569 -0.2402 -0.1287
H 8.439 3.941 16.457 0.1433 -0.0134 -0.5186
H 7.707 6.544 17.013 0.0735 -0.0518 -0.1051
C 15.828 5.195 10.778 0.1819 -0.8362 -0.8895
C 16.166 4.675 9.341 0.2383 0.7890 0.4582
O 17.286 5.413 8.827 0.0737 0.1393 0.3533
H 16.537 4.887 11.546 0.3094 -0.0687 -0.2875
H 14.881 4.752 11.085 -0.1756 0.1813 -0.0663
H 15.773 6.283 10.803 -0.1326 -0.0589 -0.2093
H 15.328 4.847 8.665 -0.3324 0.0296 0.1600
H 16.404 3.613 9.275 -0.1440 -0.1594 0.5152
H 17.569 5.011 8.003 -0.0473 -0.0482 -0.0287
C 7.649 1.846 11.529 -0.4669 -1.4482 0.0530
C 6.789 0.784 10.790 0.8893 -0.0972 -0.2903
O 5.678 0.496 11.574 -1.8725 0.8737 1.1225
H 8.620 2.021 11.064 -0.1237 0.0149 -0.1487
H 7.810 1.471 12.539 0.1484 0.1840 0.0967
H 7.063 2.764 11.584 0.1050 0.0388 -0.0452
H 7.144 -0.233 10.623 1.5956 0.4707 -0.3301
H 6.570 1.218 9.814 -0.5206 -0.0693 -0.2642
H 5.298 -0.362 11.373 0.2205 0.0559 -0.2103
C 14.016 -0.755 9.297 0.0666 0.6133 0.2192
C 13.678 -1.744 10.364 0.0907 -0.2150 1.5464
O 12.798 -1.193 11.427 0.6572 -0.2077 -1.7288
H 15.077 -0.786 9.049 0.0432 -0.2583 -0.1644
H 13.860 0.250 9.690 -0.2489 0.1363 -0.2295
H 13.416 -0.942 8.406 -0.0144 0.3649 -0.0396
H 14.546 -2.073 10.936 0.4121 -0.0199 -0.3063
H 13.271 -2.641 9.897 -0.4986 -0.0527 0.2604
H 12.565 -1.989 11.911 -0.4997 -0.1506 0.5009
C 12.947 2.392 7.533 -0.1553 -0.6198 0.4316
C 12.164 2.301 6.230 -0.5299 1.0838 0.5063
O 10.776 2.494 6.492 -0.3131 0.7486 -0.3087
H 12.415 1.728 8.215 0.2880 -0.1809 0.3143
H 12.941 3.381 7.993 -0.3643 0.2080 -0.3075
H 13.999 2.106 7.522 -0.0122 -0.3079 -0.3957
H 12.280 1.396 5.633 0.4415 -0.1191 0.2508
H 12.406 3.191 5.650 0.1719 -0.2498 -0.5030
H 10.423 1.925 7.180 0.5329 -0.5226 -0.1546
```
Positions in Å, forces in eV/Å.

## Properties
**2S+1**: 2
**Net charge**: -1
**Relative energy (zero: lowest compared OMol25 entry of this formula, charge and spin)**: 45.52 kcal per mole
**LUMO level (alpha / beta)**: 2.36 / 2.33 eV
**Expectation value of S²**: 0.750
**E_tot**: -1240.1297 hartree


[2]
A molecular structure, C16H48O8PtS8 at a distorted geometry, computed with the ωB97M-V functional and the def2-TZVPD basis.

Geometry as XYZ:
```
81
Properties=species:S:1:pos:R:3:forces:R:3
Pt 0.064 0.148 -0.254 0.4065 0.2718 0.5956
C 2.349 0.799 3.854 0.5947 0.1757 -0.5670
S 1.266 -0.385 3.022 0.1339 -0.1738 -0.1452
O 1.268 0.014 1.559 1.4894 -0.0941 1.7010
C 2.409 -1.794 3.347 -1.2944 -0.0365 -0.7911
H 3.354 0.598 3.481 0.0240 0.1385 -0.0513
H 2.386 0.705 4.937 -0.4182 -0.1594 -0.0077
H 2.079 1.807 3.546 -0.2198 -0.0504 0.1089
H 1.970 -2.686 2.901 -0.1093 0.0762 -0.0498
H 2.355 -1.933 4.426 0.5348 0.1851 0.0559
H 3.374 -1.643 2.872 0.1732 0.2264 0.4327
C 1.824 4.261 1.411 0.2996 -1.1468 0.1445
S 0.843 3.784 -0.045 0.2984 0.6351 -0.5842
O 0.097 2.498 0.128 -0.3535 0.9738 0.9701
C -0.309 5.190 -0.008 -0.0636 -0.5146 0.2666
H 2.738 3.667 1.351 -0.0025 -0.0001 -0.1048
H 1.349 3.963 2.346 -0.3396 0.3293 -0.0665
H 2.124 5.307 1.394 -0.3577 0.0884 -0.1362
H -1.152 4.938 -0.647 0.1809 0.0830 -0.2471
H 0.277 6.021 -0.396 -0.1954 0.1051 -0.0653
H -0.707 5.424 0.979 0.2109 -0.1122 0.1144
C -3.607 2.787 -1.302 -0.9149 -1.1570 0.6994
S -3.205 1.046 -1.669 0.1260 -0.1865 -0.3810
O -1.762 0.834 -1.300 -1.4551 0.7417 -0.3583
C -4.300 0.183 -0.484 1.0992 0.4661 0.5128
H -2.896 3.386 -1.858 -0.0762 0.1484 0.1065
H -3.668 2.949 -0.224 0.7532 0.1367 0.0272
H -4.648 2.924 -1.603 0.1762 0.1493 -0.5874
H -4.108 -0.889 -0.499 -0.1744 -0.0193 -0.7127
H -5.326 0.457 -0.714 -0.0382 -0.1178 0.0738
H -3.977 0.441 0.526 -0.3268 0.4676 -0.0009
C 0.351 -2.571 -4.472 -0.2986 -0.7357 0.7090
S -0.705 -2.273 -3.009 -0.4422 0.7939 -0.7589
O -0.335 -0.945 -2.434 0.2743 -0.3564 -0.9839
C -2.289 -1.970 -3.906 1.0307 -0.9274 -0.2832
H 0.445 -1.793 -5.225 -0.2528 0.2882 0.2832
H -0.046 -3.487 -4.913 0.0718 0.0228 -0.1363
H 1.311 -2.818 -4.021 0.1350 0.1318 -0.2169
H -2.089 -1.285 -4.728 -0.1706 0.4010 0.2945
H -3.051 -1.657 -3.200 0.0664 0.1915 -0.0340
H -2.559 -2.922 -4.370 -0.1860 -0.0409 0.1679
C -1.557 -3.573 2.242 -0.2926 -0.2443 0.0043
S -2.276 -2.600 0.900 0.5751 -0.3654 -0.3206
O -1.127 -1.866 0.269 -0.8576 -0.9472 0.2030
C -2.582 -4.010 -0.223 -0.0845 -0.0464 -0.5137
H -0.638 -4.031 1.879 -0.0712 -0.0631 -0.0977
H -2.302 -4.324 2.510 0.1247 -0.1244 0.0089
H -1.341 -2.987 3.133 -0.0906 0.3330 -0.1908
H -1.770 -4.737 -0.252 0.1266 0.1324 0.4275
H -2.623 -3.612 -1.237 -0.0110 0.3963 0.1096
H -3.532 -4.525 -0.081 0.0137 0.1438 0.5065
C -1.465 2.313 3.397 -0.7456 0.2408 0.7733
S -2.358 0.905 2.721 1.2578 -0.1758 -0.2397
O -1.496 0.454 1.554 -1.5493 -0.0932 1.6358
C -2.200 -0.246 4.147 0.1032 -0.5934 0.1729
H -0.380 2.276 3.473 0.0035 -0.5779 -0.4092
H -1.849 2.427 4.414 -0.0857 0.3380 -0.0803
H -1.776 3.158 2.786 0.1338 0.0663 0.0478
H -1.236 -0.747 4.192 0.2490 0.3454 -0.2978
H -2.933 -1.053 4.106 -0.2438 0.2540 -0.4660
H -2.358 0.225 5.118 -0.0742 0.4579 -0.2584
C 3.961 -1.852 -0.723 0.7974 -0.2945 0.1130
S 2.490 -2.621 -0.017 0.1949 0.0755 -0.3111
O 1.373 -1.715 -0.406 0.4824 -1.3420 -0.4680
C 2.415 -4.016 -1.169 0.5002 0.1164 -0.6805
H 3.810 -1.669 -1.786 -0.2535 0.2501 0.0829
H 4.858 -2.471 -0.632 -0.2773 -0.4037 0.1018
H 4.215 -0.952 -0.164 -0.4938 0.1917 -0.1083
H 3.137 -4.806 -0.960 -0.0827 0.0635 0.5049
H 2.713 -3.638 -2.149 -0.2913 0.1099 -0.0551
H 1.407 -4.421 -1.229 -0.0454 0.1225 0.2763
C 3.767 2.351 -2.434 -0.4122 0.4229 0.5461
S 2.364 1.153 -2.493 0.1855 -0.2768 -1.1716
O 1.929 0.803 -1.101 1.0787 0.8391 0.4257
C 1.094 2.204 -3.204 0.3505 0.6618 -0.4208
H 4.332 2.403 -3.363 -0.4600 -0.2907 -0.2819
H 4.497 2.082 -1.671 -0.3248 -0.3938 0.1477
H 3.384 3.344 -2.192 -0.0294 -0.0166 0.0053
H 0.111 1.739 -3.154 0.2057 -0.4380 0.0372
H 1.413 2.358 -4.238 -0.1953 -0.1734 -0.0950
H 1.033 3.198 -2.763 0.2001 -0.0987 0.3419
```
Positions in Å, forces in eV/Å.

## Properties
**2S+1**: 3
**Net charge**: +2
**Relative energy (zero: lowest compared OMol25 entry of this formula, charge and spin)**: 0.00 kcal per mole
**LUMO level (alpha / beta)**: -3.72 / -4.45 eV
**Expectation value of S²**: 2.003
**E_tot**: -4544.3017 hartree


[3]
7 unconnected molecules or ions with the total composition C16H50N4O7 at a distorted geometry, computed with the ωB97M-V functional and the def2-TZVPD basis.

Geometry as XYZ:
```
77
Properties=species:S:1:pos:R:3:forces:R:3
C -1.455 0.687 -3.729 0.9159 -0.0048 0.1621
O -2.741 0.464 -3.226 -0.6674 0.3570 -0.2855
C -3.115 -0.914 -3.096 0.2515 1.1687 0.2650
C -4.627 -0.939 -2.886 -0.7946 0.0109 -1.1179
C -5.231 -2.339 -3.016 -0.4530 -0.3416 0.8922
N -5.370 -0.076 -3.814 0.3843 -0.0141 -0.5441
H -1.198 0.197 -4.677 -0.4563 -0.4864 0.1344
H -0.730 0.373 -2.970 0.2999 0.0869 -0.2450
H -1.299 1.740 -3.964 -0.2943 0.1233 0.4526
H -2.785 -1.405 -4.017 -0.1908 -0.4505 0.1448
H -2.599 -1.280 -2.201 0.0670 -0.5473 -0.2240
H -4.894 -0.511 -1.915 0.4054 -0.4126 0.2468
H -5.203 -2.900 -3.954 0.8698 0.5584 -0.2839
H -6.313 -2.268 -2.880 0.0874 0.1562 0.4880
H -4.811 -2.980 -2.236 -0.1576 -0.1389 -0.0760
H -4.908 0.828 -3.882 -0.0462 -0.1128 0.0734
H -5.291 -0.486 -4.745 -0.1443 0.1316 0.0273
C 0.965 -4.059 3.619 -0.0890 -1.1439 0.6814
O 0.122 -2.960 3.825 -0.0250 0.0894 0.0837
C 0.520 -1.751 3.213 -0.8023 -0.2581 -0.6342
C -0.180 -0.601 3.940 0.2370 0.5782 -0.7228
C 0.116 0.718 3.227 0.9703 0.3407 0.0263
N 0.240 -0.503 5.326 0.3879 -0.2943 0.3971
H 1.945 -3.897 4.078 0.1865 0.1028 -0.3875
H 1.037 -4.474 2.607 0.1696 0.8269 -0.3293
H 0.527 -4.910 4.152 -0.1039 0.2788 0.2633
H 1.609 -1.624 3.196 0.0607 0.0345 0.3531
H 0.206 -1.802 2.159 -0.0009 0.2118 -0.0667
H -1.268 -0.697 3.903 0.0410 -0.5802 0.1388
H 1.202 0.837 3.122 0.0153 -0.0253 0.0141
H -0.196 1.588 3.805 -0.2622 -0.1488 0.0777
H -0.275 0.822 2.212 -0.2654 -0.2857 0.0687
H 1.209 -0.187 5.363 -0.1401 0.2203 -0.1009
H 0.303 -1.449 5.702 -0.3422 0.0922 0.0402
C 4.266 -4.902 0.300 -0.4150 0.1162 -0.4083
O 3.561 -3.749 0.705 0.7696 0.4173 0.4523
C 2.504 -3.356 -0.125 -0.5237 0.0482 -0.4032
C 2.899 -2.979 -1.562 0.7983 -0.7073 -0.3749
C 3.926 -1.865 -1.686 -0.0193 0.9497 0.7237
N 1.699 -2.733 -2.353 -0.3456 0.7803 0.3437
H 3.554 -5.730 0.224 0.1939 -0.2737 0.0144
H 5.051 -5.112 1.021 -0.1710 0.0120 0.2460
H 4.755 -4.770 -0.669 -0.0274 0.0059 -0.0378
H 1.743 -4.148 -0.154 0.0408 -0.0910 -0.2614
H 2.017 -2.514 0.373 0.1577 0.1537 -0.0291
H 3.385 -3.864 -1.993 -0.2109 -0.0727 0.0120
H 4.848 -2.032 -1.123 0.0345 -0.3553 -0.2369
H 3.561 -0.914 -1.275 -0.2955 -0.1308 0.0153
H 4.143 -1.633 -2.730 0.1713 -0.3021 -0.0323
H 1.351 -1.838 -2.004 -0.3988 -0.1449 0.0546
H 1.954 -2.489 -3.306 0.1776 -0.3434 -0.0282
C -0.849 5.242 3.510 0.3900 -0.6179 -0.1807
O 0.026 5.131 2.403 -0.2594 0.0715 -0.2494
C -0.642 4.640 1.255 0.0836 0.1363 0.1629
C 0.350 4.316 0.153 0.8880 0.1349 0.4607
C 1.192 5.545 -0.205 -0.4645 -0.0661 -0.3873
N -0.251 3.672 -0.998 -0.0792 0.0604 -0.4806
H -0.222 5.580 4.331 -0.2888 0.1214 0.1370
H -1.253 4.245 3.735 -0.0168 0.0725 0.2107
H -1.705 5.900 3.333 0.1807 0.2322 -0.0713
H -1.195 3.732 1.529 -0.1524 -0.0002 -0.0865
H -1.338 5.404 0.882 -0.2120 -0.0804 0.0096
H 1.079 3.591 0.538 -0.1801 -0.0451 0.2981
H 0.575 6.340 -0.635 -0.0684 -0.1074 -0.1690
H 1.954 5.255 -0.929 0.0481 0.1423 0.0018
H 1.656 5.989 0.672 0.0857 -0.2681 0.1105
H -0.873 2.916 -0.737 0.2555 0.1078 0.0762
H -0.735 4.287 -1.640 0.0484 0.2006 0.1884
O 0.780 0.068 -0.714 -0.2597 -0.2579 0.0751
H 0.971 0.145 0.228 0.0137 -0.0088 -0.0786
H -0.156 0.337 -0.794 0.4143 -0.0592 0.1986
O 2.321 1.866 -2.195 0.1848 -0.4149 0.0791
H 1.962 1.068 -1.754 0.0397 0.6460 -0.1954
H 1.892 2.601 -1.744 -0.2691 -0.0461 -0.0734
O -1.728 1.056 -0.143 -0.5876 0.2701 0.0826
H -2.143 0.952 0.723 0.0998 -0.0634 -0.0877
H -2.394 1.509 -0.683 0.0552 -0.3456 -0.0948
```
Positions in Å, forces in eV/Å.

## Properties
**Net charge**: 0
**Relative energy (zero: lowest compared OMol25 entry of this formula, charge and spin)**: 10.92 kcal per mole
**LUMO level**: 0.01 eV
**E_tot**: -1385.2232 hartree


> The lowest relative energy (zero: lowest compared OMol25 entry of this formula, charge and spin) belongs to which entry?

C16H48O8PtS8


> Which of these has the highest relative energy (zero: lowest compared OMol25 entry of this formula, charge and spin)?

C16H48O8


> net charge of number 1 (C16H48O8)?

-1